1.
Density functional theory data (wB97M-V/def2-TZVPD) for a 2-piece molecular cluster, H4S2 overall in a non-equilibrium geometry.

Properties
**E_HOMO**: -9.77 eV
**SMILES**: S.S
**Gap between HOMO and LUMO**: 10.6566 eV
**Energy above the lowest of the compared OMol25 structures with the same formula, charge and spin**: 20.14 kJ/mol
**E_tot**: -21734.86977 eV

Element x y z (Å)
S: -3.28970 2.14277 -0.85418
H: -4.65331 2.11917 -0.77100
H: -2.96644 2.76924 0.34208
S: 3.61266 -1.73741 0.38545
H: 4.63259 -2.63116 0.74060
H: 2.66421 -2.66261 0.15705

Here are the Löwdin charges for atoms 1 to 4, given in e: S 0.41; H -0.22; H -0.20; S 0.42



2.
Density functional theory data (wB97M-V/def2-TZVPD) for a 2-piece molecular cluster, H4S4 overall.

Properties
**E_HOMO**: -9.55 eV
**SMILES**: SS.SS
**Gap between HOMO and LUMO**: 9.6946 eV
**Energy above the lowest of the compared OMol25 structures with the same formula, charge and spin**: 6.19 kJ/mol
**E_tot**: -43405.53947 eV

Element x y z (Å)
S: 2.34765 0.19743 0.55640
S: 4.18601 0.10599 -0.40571
H: 1.81475 -0.96256 0.11716
H: 3.99165 0.79646 -1.54937
S: -2.05938 0.09567 0.82825
S: -4.11251 -0.05499 0.84747
H: -1.95655 0.83554 -0.29624
H: -4.21164 -1.01352 -0.09797

Here are the Löwdin charges for atoms 1 to 4, given in e: S 0.20; S 0.21; H -0.20; H -0.21